ORCA calculation (ωB97M-V/def2-TZVPD) on a structure of composition C39H30CoF5N2O4SSb.

Structure (ORCA input):
```
! RIJCOSX wB97M-V def2-TZVPD def2/J DEFGRID3
* xyz 1 5
Co 0.6723 1.1044 0.4424
F -4.4398 0.6863 2.2173
C -3.1223 0.5523 2.4393
C -2.2283 0.9669 1.4657
C -0.8636 0.8319 1.6830
C -0.4135 0.2496 2.8855
C -1.3544 -0.1397 3.8359
F -0.9704 -0.7071 5.0006
C -2.7140 0.0039 3.6399
C 1.0411 0.0195 3.0426
C 1.6826 -0.1808 4.2644
C 3.0466 -0.3833 4.2885
C 3.7671 -0.3734 3.1008
C 3.0763 -0.1353 1.9312
N 1.7549 0.0400 1.8974
H -2.6250 1.4010 0.5588
H -3.4212 -0.3124 4.3907
H 1.1145 -0.1690 5.1772
H 3.5503 -0.5339 5.2311
H 4.8347 -0.5189 3.0818
H 3.5864 -0.0781 0.9778
C -2.0453 7.5149 -0.6826
C -0.9125 6.5390 -0.6456
C -1.0421 5.3157 0.0003
C 0.0008 4.4015 0.0206
C 1.1864 4.7167 -0.6171
C 1.3465 5.9414 -1.2599
C 0.2990 6.8392 -1.2696
S 2.5506 3.6194 -0.6422
O 2.1774 2.4667 0.1795
O 3.7578 4.2875 -0.2817
N 2.7531 3.1395 -2.1785
C 1.6914 2.7237 -3.0837
C 1.6973 1.2268 -3.3586
C 0.9574 0.4075 -2.3221
O 1.0859 -0.8331 -2.3553
O 0.2473 1.0292 -1.4734
H -2.7703 7.3087 0.0999
H -2.5615 7.4593 -1.6418
H -1.6870 8.5351 -0.5622
H -1.9660 5.0742 0.5058
H -0.1232 3.4629 0.5659
H 2.2845 6.1927 -1.7276
H 0.4228 7.7941 -1.7588
H 3.5887 3.5369 -2.5731
H 1.8196 3.2833 -4.0129
H 0.7330 3.0283 -2.6549
H 2.7194 0.8416 -3.3946
H 1.2620 1.0078 -4.3360
F 2.7864 -6.8333 -3.5359
C 2.1993 -5.8110 -2.8966
C 2.4251 -5.6578 -1.5413
C 1.8104 -4.6026 -0.8889
C 0.9877 -3.7228 -1.5858
C 0.7888 -3.9000 -2.9533
C 1.3902 -4.9531 -3.6191
Sb 0.0394 -2.1278 -0.6225
C -0.3675 -2.9274 1.3141
C -1.6795 -3.1944 1.6825
C -1.9526 -3.7642 2.9174
C -0.8985 -4.0311 3.7667
F -1.1562 -4.5673 4.9679
C 0.4154 -3.7471 3.4368
C 0.6737 -3.1835 2.2011
C -1.8487 -2.0838 -1.5191
C -2.4905 -3.2971 -1.7623
C -3.7551 -3.3205 -2.3268
C -4.3556 -2.1140 -2.6368
F -5.5804 -2.1262 -3.1845
C -3.7432 -0.8956 -2.4055
C -2.4797 -0.8874 -1.8390
H 3.0613 -6.3563 -1.0228
H 1.9662 -4.4934 0.1732
H 0.1604 -3.2164 -3.5096
H 1.2465 -5.1158 -4.6752
H -2.5007 -2.9665 1.0161
H -2.9606 -3.9901 3.2270
H 1.2011 -3.9555 4.1453
H 1.6962 -2.9341 1.9471
H -2.0081 -4.2366 -1.5211
H -4.2721 -4.2467 -2.5293
H -4.2569 0.0176 -2.6648
H -1.9900 0.0570 -1.6473
*
```

- total energy (eV) = -120681.0690
- expectation value of S² = 6.013
- orbital gap (alpha / beta) (eV) = 8.40 / 6.43
- relative energy (zero: lowest compared OMol25 entry of this formula, charge and spin) (kJ/mol) = 0.0